1.
{
  "formula": "C14H21IN3O9P2PtSe",
  "method": "ωB97M-V/def2-TZVPD",
  "elements": ["Pt", "N", "C", "C", "P", "O", "O", "O", "P", "O", "O", "O", "H", "H", "H", "H", "H", "H", "H", "H", "I", "O", "C", "C", "C", "C", "C", "C", "C", "O", "O", "H", "H", "H", "H", "H", "C", "N", "C", "C", "N", "C", "C", "Se", "H", "H", "H", "H", "H", "H", "H", "H"],
  "positions_angstrom": [[-0.730, 0.479, 0.961], [-0.081, 3.844, -1.160], [0.327, 2.930, -2.301], [0.249, 3.721, -3.601], [2.113, 2.582, -1.847], [2.747, 1.968, -3.215], [2.648, 3.968, -1.655], [2.137, 1.544, -0.796], [-0.926, 1.573, -2.305], [-0.116, 0.399, -3.064], [-2.074, 2.007, -3.137], [-1.264, 1.219, -0.876], [0.705, 4.494, -1.010], [-0.238, 3.321, -0.277], [-0.945, 4.343, -1.369], [0.959, 4.551, -3.585], [-0.766, 4.086, -3.774], [0.497, 3.062, -4.432], [3.121, 2.698, -3.724], [-0.727, -0.020, -3.686], [-1.127, 2.922, 1.911], [-1.881, -3.281, 4.889], [-2.648, -2.675, 3.972], [-3.863, -3.287, 3.641], [-4.724, -2.690, 2.744], [-4.399, -1.463, 2.169], [-3.187, -0.875, 2.475], [-2.274, -1.471, 3.339], [-0.907, -0.919, 3.625], [-0.355, -1.281, 4.683], [-0.272, -0.138, 2.826], [-1.125, -2.641, 5.035], [-4.104, -4.226, 4.122], [-5.663, -3.174, 2.500], [-5.082, -0.970, 1.489], [-2.930, 0.084, 2.048], [2.478, -0.791, 1.920], [2.588, -1.351, 0.581], [3.775, -1.477, -0.100], [3.484, -1.940, -1.330], [2.116, -2.085, -1.384], [1.377, -2.488, -2.572], [1.567, -1.689, -0.222], [-0.280, -1.778, 0.169], [3.482, -0.731, 2.336], [1.845, -1.416, 2.542], [2.040, 0.199, 1.856], [4.713, -1.206, 0.348], [4.112, -2.164, -2.172], [2.077, -2.963, -3.256], [0.933, -1.610, -3.032], [0.597, -3.193, -2.299]],
  "atomic_forces_ev_per_a": [[0.1, 0.2, 0.1], [0.2, 0.0, -0.4], [0.0, 0.0, 0.2], [0.0, 0.0, 0.0], [0.1, -0.2, 0.0], [-0.1, 0.1, -0.1], [-0.1, 0.1, 0.0], [0.0, -0.3, 0.1], [-0.2, 0.2, 0.0], [0.0, -0.2, 0.0], [0.0, -0.1, -0.1], [0.3, -0.2, 0.1], [0.0, 0.0, 0.0], [0.0, 0.0, 0.0], [0.0, 0.0, 0.0], [0.0, 0.0, 0.0], [0.0, 0.0, 0.0], [0.0, 0.0, 0.0], [0.0, -0.1, 0.1], [0.0, 0.1, 0.0], [-0.1, -0.1, 0.3], [0.2, 0.1, 0.0], [-0.2, -0.1, -0.1], [0.1, 0.1, 0.0], [0.0, 0.1, 0.0], [-0.1, 0.0, 0.0], [0.1, 0.1, 0.0], [0.1, -0.2, 0.0], [0.3, 0.0, 0.2], [0.0, 0.0, -0.1], [-0.4, 0.1, -0.1], [-0.1, 0.0, 0.1], [0.0, 0.0, 0.0], [0.0, 0.0, 0.0], [0.0, 0.0, 0.0], [0.0, 0.0, -0.1], [0.0, 0.0, 0.0], [0.0, 0.2, -0.1], [0.0, 0.1, 0.1], [0.0, -0.1, -0.1], [0.0, 0.1, -0.2], [0.0, 0.0, 0.1], [-0.1, -0.1, 0.1], [0.1, -0.1, -0.1], [0.0, 0.0, 0.0], [-0.1, 0.0, 0.0], [0.0, 0.1, 0.0], [0.0, 0.0, 0.0], [0.0, 0.0, 0.0], [0.0, 0.0, 0.0], [0.0, 0.0, 0.0], [0.0, 0.0, 0.0]],
  "nbo_charge": [0.71, -0.76, -0.64, -0.64, 2.37, -1.01, -1.19, -1.16, 2.40, -1.01, -1.15, -1.12, 0.46, 0.47, 0.42, 0.22, 0.23, 0.24, 0.49, 0.50, -0.51, -0.71, 0.44, -0.32, -0.18, -0.28, -0.14, -0.29, 0.80, -0.71, -0.69, 0.51, 0.21, 0.20, 0.21, 0.23, -0.40, -0.33, -0.04, -0.07, -0.34, -0.41, 0.29, -0.13, 0.20, 0.24, 0.26, 0.23, 0.22, 0.20, 0.25, 0.23],
  "molar_mass_g_mol": 838.2,
  "e_above_lowest_kj_mol": 32.9,
  "total_charge": -1,
  "homo_energy_ha": -0.199,
  "e_lumo_ev": 2.37,
  "total_energy_ha": -4889.0942,
  "largest_force_ev_per_a": 0.46,
  "orbital_gap_ev": 7.7960
}

---

2.
{
  "formula": "C5H14NO",
  "method": "ωB97M-V/def2-TZVPD",
  "elements": ["C", "C", "C", "C", "C", "N", "H", "H", "H", "H", "H", "H", "H", "H", "H", "H", "H", "H", "H", "H", "O"],
  "positions_angstrom": [[1.242, -0.486, -0.768], [1.062, 0.943, -0.236], [1.031, 0.986, 1.409], [-1.610, 0.962, 1.663], [-0.371, 0.586, 2.060], [0.043, -1.192, -0.331], [1.496, -0.531, -1.823], [2.106, -0.932, -0.320], [0.191, 1.484, -0.679], [1.959, 1.600, -0.576], [1.707, 0.299, 2.091], [1.656, 1.882, 1.558], [-1.890, 1.571, 0.729], [-2.415, 1.136, 2.433], [-0.317, 0.325, 3.138], [0.168, -2.199, -0.167], [-0.689, -1.139, -1.118], [-0.396, -0.575, 0.350], [-1.266, -2.206, -3.311], [-2.154, -1.031, -3.390], [-1.557, -1.483, -2.714]],
  "atomic_forces_ev_per_a": [[1.0, 1.4, 0.7], [1.9, 1.4, 0.1], [-1.4, -2.6, 0.0], [-2.8, 3.1, -1.4], [3.9, 2.3, 1.6], [-1.8, -0.4, -2.8], [-0.9, 0.0, -0.4], [0.4, -0.3, 0.6], [0.4, -0.6, 0.5], [-1.5, -1.2, 0.7], [-0.7, 0.6, -1.7], [-1.0, 0.6, 0.8], [0.7, -1.6, 0.9], [0.9, -0.8, -0.5], [0.3, -0.7, -0.9], [-0.2, 0.4, 0.8], [0.7, -0.4, 0.1], [0.0, -1.3, 0.8], [0.2, 0.1, 0.8], [0.8, -0.3, 1.6], [-0.8, 0.2, -2.1]],
  "nbo_charge": [-0.25, -0.43, -0.51, -0.10, -0.03, -0.71, 0.28, 0.24, 0.25, 0.30, 0.33, 0.38, 0.26, 0.29, 0.28, 0.47, 0.50, 0.42, 0.51, 0.52, -0.99],
  "molar_mass_g_mol": 104.2,
  "e_above_lowest_kj_mol": 262.9,
  "total_charge": 2,
  "homo_energy_ha": [-0.704, -0.704],
  "e_lumo_ev": [-9.23, -13.14],
  "total_energy_ha": -328.0873,
  "multiplicity": 2,
  "largest_force_ev_per_a": 4.77,
  "s_squared": 0.757,
  "orbital_gap_ev": [9.9171, 6.0131]
}

---

3.
{
  "formula": "S2",
  "method": "ωB97M-V/def2-TZVPD",
  "elements": ["S", "S"],
  "positions_angstrom": [[0.238, 1.113, 0.675], [-0.238, -1.113, -0.675]],
  "atomic_forces_ev_per_a": [[-1.0, -4.7, -2.8], [1.0, 4.7, 2.8]],
  "nbo_charge": [0.00, 0.00],
  "molar_mass_g_mol": 64.1,
  "e_above_lowest_kj_mol": 354.0,
  "total_charge": 0,
  "homo_energy_ha": -0.360,
  "e_lumo_ev": -4.33,
  "total_energy_ha": -796.1861,
  "largest_force_ev_per_a": 5.54,
  "orbital_gap_ev": 5.4743
}

---

4.
{
  "formula": "C4H3BrFN",
  "method": "ωB97M-V/def2-TZVPD",
  "elements": ["C", "C", "C", "C", "N", "F", "Br", "H", "H", "H"],
  "positions_angstrom": [[-0.509, 0.987, -1.569], [-0.176, -0.109, 0.522], [1.221, -1.760, -0.886], [0.608, -1.107, -0.038], [-0.453, 0.884, -0.293], [1.974, -2.438, -1.707], [-1.083, -0.051, 4.132], [-0.464, 2.016, -1.978], [-0.447, -0.148, 1.530], [-0.669, 1.724, 0.287]],
  "atomic_forces_ev_per_a": [[0.4, -0.6, -3.4], [1.7, -2.8, -1.4], [0.4, 0.2, 0.2], [1.1, -1.7, -2.0], [-1.2, 3.8, 2.9], [-1.6, 1.2, 1.8], [0.2, 0.0, -0.8], [-0.2, -0.3, 0.8], [-0.7, 0.5, 2.2], [-0.1, -0.3, -0.2]],
  "nbo_charge": [0.07, 0.23, 0.64, -0.24, -0.57, -0.21, -0.80, 0.15, 0.31, 0.43],
  "molar_mass_g_mol": 164.0,
  "e_above_lowest_kj_mol": 733.0,
  "total_charge": 0,
  "homo_energy_ha": [-0.275, -0.275],
  "e_lumo_ev": [-4.11, -4.04],
  "total_energy_ha": -2882.5400,
  "largest_force_ev_per_a": 4.92,
  "orbital_gap_ev": [3.3702, 3.4547]
}

---

What did the fourth record say?
{
  "formula": "C4H3BrFN",
  "method": "ωB97M-V/def2-TZVPD",
  "elements": ["C", "C", "C", "C", "N", "F", "Br", "H", "H", "H"],
  "positions_angstrom": [[-0.509, 0.987, -1.569], [-0.176, -0.109, 0.522], [1.221, -1.760, -0.886], [0.608, -1.107, -0.038], [-0.453, 0.884, -0.293], [1.974, -2.438, -1.707], [-1.083, -0.051, 4.132], [-0.464, 2.016, -1.978], [-0.447, -0.148, 1.530], [-0.669, 1.724, 0.287]],
  "atomic_forces_ev_per_a": [[0.4, -0.6, -3.4], [1.7, -2.8, -1.4], [0.4, 0.2, 0.2], [1.1, -1.7, -2.0], [-1.2, 3.8, 2.9], [-1.6, 1.2, 1.8], [0.2, 0.0, -0.8], [-0.2, -0.3, 0.8], [-0.7, 0.5, 2.2], [-0.1, -0.3, -0.2]],
  "nbo_charge": [0.07, 0.23, 0.64, -0.24, -0.57, -0.21, -0.80, 0.15, 0.31, 0.43],
  "molar_mass_g_mol": 164.0,
  "e_above_lowest_kj_mol": 733.0,
  "total_charge": 0,
  "homo_energy_ha": [-0.275, -0.275],
  "e_lumo_ev": [-4.11, -4.04],
  "total_energy_ha": -2882.5400,
  "largest_force_ev_per_a": 4.92,
  "orbital_gap_ev": [3.3702, 3.4547]
}